ORCA calculation (ωB97M-V/def2-TZVPD) on a molecular structure, C30H51InNP2 at a distorted geometry.

HOMO level: -9.54 eV
HOMO-LUMO gap: 4.8747 eV
Charge: +1

Last column: Mulliken charge in e.
Element x y z (Å)
H1 -5.553 -1.635 1.617  0.5042
H2 0.303 1.376 -2.433  0.7646
H3 -3.567 -1.309 -7.255  0.3462
H4 3.532 0.068 0.366  0.2872
H5 3.043 -1.744 -1.939  0.5306
H6 1.577 -2.151 -2.834  0.1808
H7 -1.574 0.033 -3.122  0.0451
H8 -0.162 -1.877 3.189  0.3832
C1 -2.865 -2.404 1.778  -0.8884
H9 -2.500 0.958 2.389  0.1668
C2 1.534 -2.644 -0.731  -1.0456
H10 -1.178 0.620 -10.814  0.4853
P1 -0.869 1.989 -8.816  0.1927
C3 0.755 -0.111 2.353  0.3143
C4 1.937 -1.689 -1.900  -0.9106
C5 1.800 0.461 1.571  0.8427
H11 0.681 2.072 -10.730  0.3411
H12 -2.033 -2.137 -2.653  0.5829
H13 -1.901 -2.329 -0.491  1.1456
H14 -2.647 0.722 -9.810  0.3991
C6 1.579 -0.253 -1.842  -0.3328
C7 -0.880 3.072 1.199  -1.0572
H15 -0.339 -0.738 -4.086  0.2698
H16 -0.003 -2.866 -7.521  0.4385
C8 1.345 1.691 1.041  0.3189
C9 -0.032 1.861 1.414  0.9856
C10 -2.655 -1.837 -6.953  -1.1833
C11 -0.647 -0.565 -3.034  -0.5583
C12 -0.970 -1.953 -2.416  -1.4156
H17 0.160 -2.171 -5.874  0.2014
C13 -0.908 -2.088 -0.903  -0.4211
C14 -4.861 -1.011 1.068  -1.0391
H18 -2.293 -3.100 1.172  0.2311
C15 3.154 -0.109 1.383  -1.5183
H19 1.497 -2.129 2.634  0.3862
C16 -5.029 0.122 0.248  -1.2779
H20 -1.847 -0.377 3.343  0.3529
H21 -3.689 -2.977 2.203  0.4517
H22 1.377 1.200 -9.320  0.2785
H23 -1.696 1.295 3.936  0.3119
C17 -1.672 3.369 -9.739  -1.1170
H24 -1.974 -1.550 -9.444  0.4363
H25 -5.923 0.631 -0.063  0.5281
C18 0.136 -1.943 -6.947  -1.0531
C19 0.782 2.062 -9.637  -1.1187
In1 -0.831 0.225 -0.176  0.2276
H26 -2.965 1.303 -2.093  0.1301
C20 -1.560 0.555 -9.787  -0.9386
H27 1.279 2.979 -9.299  0.3755
C21 -3.476 1.620 -1.161  -1.1402
H28 -0.863 3.774 2.048  0.2868
C22 -3.483 -1.274 1.076  0.3028
H29 -0.406 -2.740 -2.948  0.3029
C23 -3.777 0.515 -0.224  0.8919
H30 -2.566 -2.777 -7.512  0.3697
H31 -2.221 -2.124 2.618  0.0551
C24 0.820 -1.389 3.096  -1.7628
C25 -1.662 0.658 3.037  -1.0433
H32 2.664 3.371 0.845  0.3642
H33 -0.238 -1.153 -9.463  0.4147
H34 -2.888 2.461 -0.745  0.1641
H35 1.455 3.229 -0.452  0.2997
H36 -2.709 -2.042 -5.876  0.2432
H37 1.582 -3.675 -1.144  0.5465
H38 1.089 -1.476 -7.222  0.2796
H39 1.182 -1.218 4.125  0.3710
H40 -4.445 2.028 -1.454  0.4657
H41 3.892 0.325 2.083  0.3811
H42 2.373 0.415 -1.503  0.4608
H43 -1.569 3.258 -10.825  0.3211
C26 -0.385 0.745 2.278  -0.1046
H44 3.163 -1.196 1.532  0.3655
C27 2.115 2.650 0.211  -1.6576
H45 -0.555 3.624 0.309  0.3065
H46 -1.212 4.310 -9.417  0.3753
C28 -1.230 -0.798 -9.151  -0.8294
H47 0.057 -2.748 0.891  0.5442
H48 2.306 -2.625 0.063  0.3599
C29 0.373 0.286 -2.258  -0.2884
H49 -1.935 2.813 1.045  0.2876
N1 -2.845 -0.323 0.300  0.6495
C30 0.193 -2.442 -0.150  -0.3246
H50 -2.733 3.391 -9.466  0.3411
P2 -1.216 -0.731 -7.282  0.4731
H51 2.857 2.150 -0.430  0.3664

ORCA calculation (ωB97M-V/def2-TZVPD) on a molecular structure, C30H52Cl10O10S at a distorted geometry.

HOMO level: -9.78 eV
HOMO-LUMO gap: 9.2703 eV

Last column: Mulliken charge in e.
Element x y z (Å)
H1 -21.724 1.307 29.548  0.3726
H2 -16.122 0.136 28.940  0.2767
C1 -18.201 -4.013 32.158  -0.4086
C2 -11.651 0.540 27.052  1.4408
S1 -10.442 -6.053 28.024  1.1105
H3 -15.827 1.403 26.015  0.6114
Cl1 -19.212 -3.394 29.722  -0.0171
H4 -8.421 1.719 30.795  0.3087
C3 -9.486 -0.097 31.165  0.0235
C4 -12.013 -3.148 34.616  -0.7204
C5 -15.517 -1.774 25.493  -0.0710
H5 -12.097 -4.598 28.886  0.1417
H6 -9.167 -2.661 27.836  0.1841
H7 -11.178 0.180 27.963  -0.4582
O1 -11.401 -6.457 27.018  -0.6463
H8 -17.037 -1.805 29.922  -0.3122
H9 -15.307 -2.526 30.094  0.3394
C6 -7.996 0.066 29.367  0.6185
C7 -19.526 -3.695 31.465  -0.5919
Cl2 -17.412 -5.475 31.481  -0.1500
C8 -17.604 -8.401 28.000  -0.3344
O2 -14.845 -1.827 27.545  -0.6223
C9 -8.924 0.948 30.210  -0.6144
Cl3 -20.409 -4.906 25.684  -0.1887
H10 -7.629 -0.623 32.100  0.2530
H11 -17.475 0.369 24.765  0.3533
C10 -9.816 -2.289 34.380  0.3856
H12 -8.353 -5.004 27.700  0.4225
H13 -19.789 -2.841 24.732  0.4516
C11 -9.340 -4.732 27.329  -0.9967
C12 -20.321 -0.097 30.532  0.0972
O3 -7.683 -1.057 30.058  -0.3524
H14 -16.118 -3.397 27.938  -0.2279
H15 -17.931 -8.281 29.029  0.2805
Cl4 -17.971 -10.041 27.401  -0.2077
H16 -19.234 -7.308 27.009  0.3505
C13 -16.012 0.398 26.392  -0.0328
H17 -11.284 -5.512 30.217  0.5657
H18 -17.535 -3.300 24.107  -0.1158
C14 -15.385 -0.538 29.400  -0.7364
O4 -13.262 -0.385 28.108  -0.5890
H19 -9.684 1.427 29.597  0.2515
H20 -19.303 -0.378 30.277  -0.1774
Cl5 -9.643 -0.747 25.688  -0.1488
H21 -17.822 -7.501 26.067  0.3801
O5 -7.526 0.256 28.288  -0.5879
H22 -10.908 -2.194 36.251  0.3228
H23 -14.201 -0.793 26.907  -0.8215
C15 -16.027 -1.922 29.540  0.5165
H24 -11.698 0.226 24.966  0.3688
C16 -9.918 -3.448 27.894  0.1879
C17 -18.160 -4.165 24.324  0.2589
H25 -9.366 -3.908 30.078  0.1864
Cl6 -19.977 0.690 28.032  -0.1600
Cl7 -11.245 2.274 26.900  -0.2507
Cl8 -18.687 -4.770 22.718  -0.2171
C18 -14.352 -0.824 28.314  0.3671
O6 -8.734 -1.805 34.535  -0.5605
H26 -20.198 1.998 29.931  0.3131
C19 -10.730 -2.861 35.417  -0.4327
C20 -18.149 -7.321 27.091  -0.7427
H27 -20.178 -4.561 31.508  0.3991
H28 -17.487 -3.197 32.086  0.1883
H29 -11.247 -4.184 32.816  0.2245
H30 -12.717 -2.322 34.770  0.2768
H31 -16.920 -1.840 27.560  -0.2870
C21 -17.221 -0.180 25.673  -0.4830
C22 -19.243 -3.646 25.226  0.1780
H32 -12.720 0.498 27.226  -0.5999
H33 -10.707 -2.928 29.815  -0.1182
H34 -16.517 -8.365 27.961  0.2658
H35 -18.126 -0.302 26.267  -0.0365
C23 -20.667 1.064 29.624  -0.5121
H36 -9.984 0.188 32.094  0.4988
O7 -9.586 -7.040 28.624  -0.6580
Cl9 -17.659 -5.683 27.597  0.0235
H37 -17.678 -5.013 24.799  0.0929
C24 -11.149 -4.957 29.290  -0.6925
H38 -11.823 -1.265 26.025  0.0719
H39 -10.847 -3.281 27.350  -0.1852
O8 -10.388 -2.381 33.150  -0.1683
H40 -8.568 -2.004 31.718  0.1789
H41 -10.167 -3.764 35.677  0.2507
O9 -15.102 -2.853 25.209  -0.5969
H42 -14.239 -0.025 25.311  0.7068
Cl10 -20.400 0.326 32.263  -0.2124
C25 -10.180 -3.776 29.365  -0.0217
C26 -8.301 -1.026 31.332  -0.2917
H43 -10.331 -0.642 30.726  -0.1955
C27 -14.838 -0.521 26.075  1.1532
H44 -12.679 -3.962 34.915  0.4223
H45 -20.993 -0.922 30.311  0.3127
H46 -18.849 -3.244 26.158  -0.3881
H47 -16.298 0.459 27.445  -0.5143
C28 -11.568 -3.203 33.163  -0.1622
C29 -11.335 -0.307 25.842  -0.2924
H48 -12.307 -2.678 32.569  0.1630
H49 -9.357 -4.820 26.244  0.4847
C30 -16.087 -2.320 28.080  0.5598
H50 -18.393 -4.131 33.225  0.4060
O10 -16.847 -1.545 25.405  -0.4547
H51 -19.971 -2.784 31.853  0.2143
H52 -15.101 0.015 30.292  0.5513

ORCA calculation (ωB97M-V/def2-TZVPD) on 10 unconnected molecules or ions with the total composition C30H52F4O18 at a distorted geometry.

HOMO level: -9.58 eV
SMILES: O=C1OC[C@@H](F)O1.O=C1OC[C@@H](F)O1.O=C1OC[C@@H](F)O1.O=C1OC[C@@H](F)O1.C1CCOC1.C1CCOC1.C1CCOC1.C1CCOC1.CO.CO
HOMO-LUMO gap: 9.7095 eV

Last column: Mulliken charge in e.
Element x y z (Å)
H1 0.342 4.560 -2.255  0.4189
F1 -1.650 0.148 4.249  -0.3072
C1 0.686 -1.477 -0.689  0.5975
C2 -3.670 -0.244 5.004  -0.4680
H2 4.373 -5.053 -1.242  0.4326
C3 -0.579 2.951 2.438  0.1017
H3 0.411 -3.576 -3.568  0.3360
C4 -6.349 0.463 -0.542  -0.5184
O1 1.453 3.082 -1.490  -0.6843
O2 -3.639 -0.323 -2.530  -0.4829
H4 6.329 -3.687 -1.198  0.3224
H5 -0.360 1.443 -4.676  0.3196
O3 -6.952 -0.195 2.791  -0.5204
H6 -0.863 2.789 3.478  0.2673
H7 -3.107 4.019 2.191  0.3273
C5 -0.856 0.215 0.138  0.8161
C6 -0.153 4.366 2.234  -0.5030
H8 0.626 -1.019 2.846  -0.0968
O4 -1.696 2.782 1.557  0.1113
C7 -0.701 -1.268 -0.150  -1.0734
H9 5.698 1.917 0.392  0.3440
C8 5.267 -1.859 -0.558  0.2515
H10 0.554 4.416 1.406  0.1702
C9 -1.438 1.364 -4.530  -0.6064
O5 1.734 -3.648 -5.904  -0.3369
H11 2.701 -2.850 -1.877  -0.7618
H12 4.722 -1.471 0.303  -0.3331
H13 -5.912 -0.363 -1.103  0.2302
C10 1.077 -0.145 -1.230  -0.5971
C11 0.344 -3.534 -5.738  0.1132
H14 -4.732 -0.027 4.889  0.2883
C12 -2.044 0.359 -5.457  0.0132
H15 2.215 -2.724 2.764  0.2972
H16 2.367 0.995 3.977  0.2688
H17 -0.444 3.630 -1.038  -0.2584
H18 -1.015 0.436 1.194  -0.7710
C13 0.235 -2.842 -4.355  -0.2685
H19 1.290 2.382 -0.853  0.2592
O6 -3.098 -1.307 3.088  -0.2320
H20 3.644 0.987 0.609  -0.2096
H21 2.129 0.070 -1.042  0.2633
F2 -5.509 2.542 -0.036  -0.3421
F3 -0.199 -2.750 -6.673  -0.2482
H22 -2.383 0.830 -6.380  0.3207
H23 1.018 0.174 4.731  0.1424
O7 -3.068 -0.291 -4.707  -0.3579
C14 1.642 -0.625 2.832  1.5605
H24 0.263 2.280 2.268  -0.2809
H25 -1.368 -1.601 -0.946  0.2768
H26 -2.795 3.966 0.404  0.3532
C15 -1.434 5.066 1.825  -0.9198
H27 3.412 -0.491 5.622  0.4288
C16 5.579 -3.347 -0.483  -0.6979
C17 -2.950 0.029 -3.443  0.4556
H28 -1.911 2.342 -4.618  0.4177
H29 6.218 -1.330 -0.615  0.3120
H30 0.907 0.005 -2.296  0.0618
C18 -5.225 1.225 0.113  1.1657
H31 -0.085 2.902 -2.706  -0.2904
H32 -1.264 5.759 1.002  0.2942
H33 -0.924 -1.768 0.792  0.4187
C19 4.289 -4.009 -0.942  -0.6047
O8 0.338 0.755 -0.350  0.8346
H34 -3.172 0.779 3.096  0.2571
O9 4.498 -1.805 -1.774  -0.4840
C20 1.955 0.010 4.199  -0.4486
C21 2.674 -1.739 2.683  0.6494
C22 2.818 -0.983 4.852  -0.7511
C23 -2.884 -0.038 3.757  0.4595
C24 -6.513 0.138 1.712  0.5392
H35 1.708 0.089 2.011  -1.0568
O10 -7.193 0.075 0.514  -0.3566
H36 -3.203 0.277 5.839  0.3184
C25 3.769 -3.045 -1.976  0.8699
O11 -3.134 -3.438 3.914  -0.5738
C26 3.900 1.888 1.167  0.2150
O12 -3.493 -1.601 5.209  -0.3559
H37 -6.892 1.016 -1.309  0.3434
H38 -4.249 1.045 -0.338  -0.3295
H39 5.827 -3.676 0.526  0.3610
H40 -0.085 -4.534 -5.807  0.3525
H41 3.320 -1.619 1.813  -0.8278
O13 3.499 -2.211 -5.357  -0.5512
H42 3.393 2.736 0.707  0.2633
H43 -1.885 5.694 2.593  0.3087
H44 0.271 4.705 3.179  0.4310
O14 -1.884 0.867 -3.294  0.0515
F4 -1.208 -0.632 -5.638  -0.1333
C27 2.327 -2.570 -5.246  0.5703
C28 -3.222 -2.234 4.034  0.5909
O15 -5.289 0.768 1.427  -0.1937
H45 1.422 -1.654 0.096  -0.5456
H46 0.687 -2.380 -1.300  0.2589
C29 -2.359 3.936 1.402  -0.5919
O16 5.315 1.914 1.272  -0.5836
H47 2.215 -1.709 5.398  0.3058
H48 -0.769 -2.419 -4.381  0.1806
H49 3.419 1.816 2.142  -0.0458
H50 3.839 -3.463 -2.980  0.1624
O17 3.551 -1.631 3.798  -0.5185
O18 1.373 -1.950 -4.496  -0.0856
H51 3.635 -4.000 -0.070  0.1768
H52 -1.711 0.615 -0.408  -0.3231
C30 0.238 3.541 -1.884  0.2692